No. 1
This record from the Open Molecules 2025 dataset describes a single C7H12F3NO2S molecule. The level of theory is wB97M-V/def2-TZVPD.

Results
Kohn-Sham gap = 10.3 eV
structure (SMILES) = CS(=O)(=O)[C@H]1CCC[C@@]1(N)C(F)(F)F
HOMO level = -9.921 eV
E_LUMO = 0.0156 Ha

Last column: Löwdin charge in e.
Atoms and positions in Å:
1 S 0.8350 -0.4295 1.8191  0.658
2 F -0.1179 -2.0687 -1.2076  0.115
3 F -2.2897 -1.9063 -1.4791  0.157
4 F -1.4812 -2.1928 0.5095  0.159
5 O -0.1267 -0.1071 2.8446  -0.339
6 O 1.0480 -1.8341 1.5224  -0.311
7 N -2.4937 0.1978 0.3871  0.109
8 C -1.2931 -1.5912 -0.6374  -0.551
9 C 2.3903 0.3408 2.2623  -0.131
10 C -1.1736 0.7206 -1.6123  -0.137
11 C 0.1734 0.5141 0.3119  -0.181
12 C -1.2797 -0.0576 -0.3079  -0.386
13 C 1.1506 0.4383 -0.9145  -0.181
14 C 0.2654 0.6039 -2.1288  -0.156
15 H 1.8179 -0.3885 -0.8738  0.101
16 H -1.5676 1.7123 -1.4873  0.117
17 H -1.8802 0.3222 -2.3488  0.126
18 H 0.1171 1.5441 0.5213  0.110
19 H 2.2300 1.3904 2.5765  0.092
20 H -2.6132 -0.5466 1.1207  0.119
21 H 1.7988 1.2539 -0.8433  0.087
22 H -2.2225 1.0162 0.9007  0.085
23 H 2.7511 -0.3189 2.9640  0.029
24 H 0.4840 1.5685 -2.6560  0.131
25 H 3.1588 0.0484 1.5246  0.082
26 H 0.3186 -0.2299 -2.7680  0.094



No. 2
This record from the Open Molecules 2025 dataset describes a molecular structure, C25H24N6NiO3S. The level of theory is wB97M-V/def2-TZVPD.

Results
Kohn-Sham gap (alpha / beta) = 7.0 / 7.0 eV
HOMO level (alpha / beta) = -7.063 / -7.068 eV
E_LUMO (alpha / beta) = -0.0006 / -0.0010 Ha

Last column: Löwdin charge in e.
Atoms and positions in Å:
1 Ni -0.1031 0.4642 -0.2438  0.488
2 S -0.9542 -1.8123 1.9458  0.916
3 O 1.7610 1.4018 3.1274  0.041
4 O 1.5455 -0.8897 -3.5612  0.040
5 O -2.2494 -1.8735 1.1893  -0.542
6 N -0.5378 3.8976 -1.2027  -0.020
7 N 1.2059 -0.2611 -1.3504  0.033
8 N -0.0123 2.7091 -1.5289  0.031
9 N -1.1766 1.3634 1.1426  0.043
10 N 1.3066 0.7401 0.9447  0.044
11 N -1.3371 -0.2976 -1.5854  0.065
12 C -0.4297 1.6117 2.2307  -0.178
13 C 3.6653 -0.6498 -1.4546  -0.014
14 C -0.6589 -0.6484 -2.6910  -0.159
15 C -1.2893 -1.1200 -3.8254  0.014
16 C -3.0384 2.3897 2.2117  -0.045
17 C -0.9477 2.2294 3.3539  0.016
18 C 0.8513 -0.6021 -2.5911  -0.482
19 C -2.6659 -1.2684 -3.8054  -0.042
20 C 4.8745 -0.5670 -0.7694  -0.100
21 C -0.0330 -4.1980 1.2031  -0.233
22 C -1.0479 -3.1582 3.1851  -0.300
23 C -0.2805 4.8498 -2.1240  -0.108
24 C 1.0333 1.2240 2.1548  -0.474
25 C -0.1838 -4.3341 2.7175  -0.230
26 C 4.9259 -0.0492 0.5148  -0.100
27 C 3.7702 0.4022 1.1468  -0.015
28 C 0.2671 -2.7278 0.9728  -0.323
29 C -2.6535 -0.4921 -1.5495  -0.106
30 C -2.4491 1.7573 1.1313  -0.109
31 C 0.4515 4.2448 -3.1150  -0.067
32 C 2.5076 -0.2058 -0.8323  -0.191
33 C -3.3565 -0.9712 -2.6420  -0.039
34 C 0.5849 2.9078 -2.6920  -0.137
35 C 2.5601 0.3269 0.4712  -0.191
36 C -2.2757 2.6194 3.3478  -0.040
37 H 5.7810 -0.9106 -1.2511  0.096
38 H 3.7972 0.8113 2.1452  0.097
39 H -2.7111 3.1060 4.2108  0.112
40 H 3.6117 -1.0457 -2.4573  0.098
41 H -0.7557 -2.7611 4.1563  0.083
42 H 5.8725 0.0095 1.0369  0.096
43 H -1.0177 3.9986 -0.3256  0.141
44 H 1.1012 2.0928 -3.1758  0.106
45 H 1.2513 -2.4349 1.3513  0.104
46 H -4.4241 -1.1203 -2.5657  0.109
47 H -0.6774 -1.3763 -4.6788  0.122
48 H -0.6321 -5.2860 3.0030  0.110
49 H -3.1913 -1.6396 -4.6757  0.111
50 H -3.0056 1.5655 0.2267  0.102
51 H -0.2844 2.3901 4.1923  0.123
52 H -0.6247 5.8625 -2.0017  0.112
53 H -0.9658 -4.4609 0.6997  0.115
54 H 0.7573 -4.8357 0.8062  0.115
55 H -4.0757 2.6880 2.1575  0.108
56 H 0.8377 4.6979 -4.0105  0.092
57 H 0.7994 -4.2805 3.1893  0.112
58 H 0.1788 -2.3832 -0.0573  0.076
59 H -3.1409 -0.3089 -0.6054  0.087
60 H -2.1122 -3.3915 3.2024  0.089



No. 3
This record from the Open Molecules 2025 dataset describes a single C3HN3O molecule. The level of theory is wB97M-V/def2-TZVPD.

Results
Kohn-Sham gap = 8.8 eV
HOMO level = -9.588 eV
E_LUMO = -0.0280 Ha

Last column: Löwdin charge in e.
Atoms and positions in Å:
1 O 0.7743 -1.2184 -1.5503  0.042
2 N 1.8553 1.6518 -0.2653  0.307
3 N -1.3957 0.4116 2.0058  0.193
4 N 0.9535 1.0156 -0.0409  -0.009
5 C -0.0622 0.2107 0.1158  -0.289
6 C -1.1964 0.6355 0.8821  -0.131
7 C -0.0460 -1.0092 -0.6846  -0.244
8 H -0.8828 -1.6976 -0.4627  0.131



No. 4
This record from the Open Molecules 2025 dataset describes 9 unconnected molecules or ions with the total composition C25H54NO9. The level of theory is wB97M-V/def2-TZVPD.

Results
total charge = +1
Kohn-Sham gap = 9.5 eV
HOMO level = -11.400 eV
E_LUMO = -0.0716 Ha

Last column: Löwdin charge in e.
Atoms and positions in Å:
1 O 36.5258 -47.5637 35.3431  -0.019
2 O 37.7773 -43.2424 37.0192  -0.058
3 O 35.9811 -41.3956 39.2286  -0.076
4 O 33.1416 -43.8970 39.9595  -0.010
5 O 34.5173 -44.7912 36.9678  -0.049
6 O 37.0445 -46.6099 41.5627  0.040
7 O 36.6602 -47.3170 37.6139  0.009
8 O 36.3336 -43.3452 42.4699  -0.081
9 O 39.5092 -45.6997 39.3536  -0.111
10 N 36.2070 -44.6831 39.4269  0.362
11 C 34.1636 -44.3780 35.7287  -0.387
12 C 37.3834 -46.3802 35.0742  -0.195
13 C 37.3946 -47.7957 41.7820  -0.437
14 C 38.0778 -48.1845 43.0215  -0.005
15 C 39.5223 -42.1832 38.5914  0.033
16 C 33.0622 -45.1088 35.0972  -0.036
17 C 32.3708 -43.3148 40.8228  -0.418
18 C 38.0296 -43.4881 44.3111  -0.015
19 C 32.6669 -43.4144 42.3751  0.004
20 C 34.2951 -40.5334 40.8137  -0.022
21 C 36.3148 -47.9634 36.5827  -0.503
22 C 39.0546 -43.1048 37.4116  -0.366
23 C 34.0722 -40.1289 38.2593  -0.039
24 C 37.1371 -46.0694 33.5885  -0.086
25 C 31.0525 -42.7559 40.4158  -0.027
26 C 35.5905 -49.2923 36.7630  0.026
27 C 40.3045 -47.7906 38.2944  -0.052
28 C 36.7580 -41.2611 43.7945  0.005
29 C 41.0692 -47.2933 40.7596  0.001
30 C 34.7599 -40.7594 39.4372  -0.336
31 C 40.0534 -43.6939 36.6001  -0.037
32 C 37.0666 -42.7015 43.4493  -0.295
33 C 37.0033 -48.9238 40.9020  -0.004
34 C 34.8254 -43.1600 35.1473  -0.009
35 C 40.2781 -46.9243 39.4691  -0.256
36 H 30.2707 -43.4558 40.6167  0.093
37 H 35.9949 -45.8250 33.3347  0.105
38 H 39.8427 -43.6930 35.6164  0.047
39 H 32.8875 -42.3097 42.6233  0.102
40 H 36.1352 -40.8512 43.1713  -0.009
41 H 39.9125 -44.7744 36.5892  0.094
42 H 41.2205 -46.4563 41.4629  0.097
43 H 34.7604 -41.5110 41.2873  0.122
44 H 37.7102 -40.7693 43.7672  0.093
45 H 35.3910 -49.7106 35.6873  0.127
46 H 39.8758 -48.7949 38.4542  0.094
47 H 33.5018 -44.0662 42.2385  0.059
48 H 38.6906 -47.4363 43.4876  0.084
49 H 31.7745 -43.6546 42.9270  0.074
50 H 40.5134 -42.0412 38.5734  0.035
51 H 37.4954 -47.0331 32.8881  0.134
52 H 39.3831 -42.8220 39.4514  0.083
53 H 38.0496 -44.5574 44.0689  0.080
54 H 37.3469 -48.4533 43.6789  0.074
55 H 38.7319 -41.5160 38.5981  0.055
56 H 35.3780 -43.6877 34.2718  0.113
57 H 38.7940 -48.8382 42.5328  0.084
58 H 36.3707 -44.4982 40.4121  0.095
59 H 35.5998 -42.8229 35.7973  0.045
60 H 36.8579 -45.6288 35.6265  0.075
61 H 40.5205 -47.9459 41.3200  0.021
62 H 38.4090 -46.3972 35.5154  0.119
63 H 33.0167 -45.0494 33.9641  0.105
64 H 37.0004 -45.0514 38.8083  0.145
65 H 39.0893 -43.3933 43.9468  0.118
66 H 33.6866 -39.1036 38.4114  0.084
67 H 35.4446 -45.3250 39.3486  0.109
68 H 36.3440 -49.9382 37.2209  0.083
69 H 33.3237 -46.1349 35.0728  0.068
70 H 42.0643 -47.6778 40.4531  0.102
71 H 31.2182 -42.3683 39.3556  0.113
72 H 33.3402 -40.6525 40.8781  -0.002
73 H 41.2121 -47.8886 37.8642  0.038
74 H 36.0017 -43.8676 39.1089  -0.009
75 H 37.8478 -45.2263 33.3155  0.081
76 H 40.9745 -43.0525 36.7431  0.125
77 H 34.5928 -39.5649 41.1330  0.103
78 H 36.2267 -49.5478 41.1230  0.075
79 H 37.8761 -43.4255 45.2796  0.025
80 H 37.6504 -49.6534 40.7598  0.031
81 H 30.8082 -41.9066 40.9214  0.040
82 H 34.7854 -49.2264 37.4269  0.063
83 H 34.2689 -42.2796 34.9012  0.079
84 H 32.9916 -40.5300 38.1552  0.107
85 H 34.5379 -40.0597 37.2268  0.102
86 H 36.9134 -48.7163 39.8474  0.077
87 H 39.5279 -47.5175 37.3358  0.146
88 H 32.1260 -44.7079 35.5053  0.107
89 H 36.2701 -41.3776 44.8242  0.138



The evaluated M for the records listed, in turn: 231.24, 547.27, 95.06, 512.71 g/mol.